No. 1
{"formula": "C23H13AuCl2F5N2OS", "method": "wB97M-V/def2-TZVPD", "species": ["Au", "N", "C", "C", "C", "C", "C", "N", "C", "H", "H", "H", "H", "Cl", "C", "Cl", "H", "H", "F", "C", "C", "C", "F", "C", "F", "C", "F", "C", "F", "C", "C", "O", "S", "C", "C", "C", "C", "C", "C", "C", "C", "H", "H", "H", "H", "H", "H", "H"], "positions_angstrom": [[0.67908, -0.87184, -1.69651], [3.61371, 1.68621, -7.10375], [3.51179, 1.64061, -5.96531], [3.33657, 1.59257, -4.55898], [3.96578, 2.50329, -3.70855], [3.70285, 2.42324, -2.35221], [2.82021, 1.45855, -1.89367], [2.23343, 0.59285, -2.71242], [2.48431, 0.63519, -4.00732], [4.63806, 3.24940, -4.10663], [4.16815, 3.10347, -1.65820], [2.57706, 1.36767, -0.84580], [2.00454, -0.09891, -4.63974], [0.20903, -2.03346, -4.17737], [-1.49106, -2.48647, -3.97963], [-2.08024, -1.92135, -2.40424], [-1.57089, -3.57261, -4.01086], [-2.06947, -2.00740, -4.76866], [3.63205, -1.16420, -0.66309], [3.08448, -2.39111, -0.61753], [1.78669, -2.57677, -1.05654], [1.25567, -3.85218, -1.00466], [0.01109, -4.07440, -1.45323], [1.98986, -4.93036, -0.51321], [1.44824, -6.14597, -0.45907], [3.29452, -4.71943, -0.07241], [4.00478, -5.73354, 0.40808], [3.85431, -3.44520, -0.13404], [5.10424, -3.23335, 0.27424], [-5.82517, 1.90741, 6.68016], [-4.47577, 2.09491, 6.10612], [-3.42431, 1.73907, 6.51475], [-4.59369, 3.05829, 4.51439], [-3.32437, 2.45930, 3.46929], [-2.23757, 1.67838, 3.88081], [-1.37911, 1.16223, 2.93909], [-1.59293, 1.41005, 1.57329], [-2.63602, 2.26483, 1.17531], [-3.48936, 2.78627, 2.11198], [-0.79988, 0.77786, 0.60426], [-0.24159, 0.13365, -0.26127], [-5.75571, 1.31874, 7.59425], [-6.46384, 1.39647, 5.96028], [-6.28134, 2.87357, 6.90034], [-2.07455, 1.46922, 4.92646], [-0.54570, 0.54714, 3.24344], [-2.75689, 2.49265, 0.12829], [-4.30103, 3.43544, 1.82007]], "forces_ev_per_angstrom": [[0.6, -0.2, 0.1], [0.1, 0.0, -0.5], [0.0, 0.0, -0.1], [-0.1, 0.0, 0.7], [-0.2, -0.2, 0.0], [-0.1, -0.1, 0.0], [0.3, 0.3, -0.1], [-0.2, -0.3, -0.1], [0.4, 0.4, -0.4], [0.0, 0.0, 0.0], [0.0, 0.1, 0.1], [0.0, 0.0, 0.1], [0.0, 0.1, -0.1], [0.3, -0.1, -0.3], [-0.5, -0.1, 0.3], [-0.4, -0.2, -0.4], [0.1, 0.2, 0.0], [0.2, -0.1, 0.2], [0.1, -0.1, 0.1], [-0.1, -0.3, 0.0], [-0.1, 0.1, 0.2], [0.3, 0.0, 0.1], [0.0, -0.1, 0.1], [0.0, 0.3, -0.1], [0.1, 0.1, 0.0], [-0.1, 0.2, 0.0], [-0.1, 0.1, -0.1], [-0.3, 0.1, -0.1], [-0.1, -0.1, 0.0], [-0.3, -0.2, 0.4], [0.3, 0.3, -0.6], [0.1, -0.3, 0.4], [0.2, -0.1, -0.5], [-0.7, 0.2, 0.8], [0.8, -0.5, 0.0], [-0.3, 0.1, 0.9], [0.9, -0.6, -1.0], [-0.8, 0.6, 0.2], [0.3, 0.0, -0.7], [-1.3, 1.2, 1.7], [0.7, -1.0, -0.7], [0.0, 0.1, 0.0], [0.0, 0.0, 0.0], [0.0, 0.1, 0.0], [0.0, 0.0, -0.1], [0.0, 0.0, 0.0], [-0.1, 0.0, -0.1], [-0.1, 0.0, -0.1]], "nbo_charge": [0.991, -0.238, 0.244, -0.188, -0.095, -0.238, 0.082, -0.532, 0.096, 0.247, 0.243, 0.216, 0.215, -0.008, -0.387, 0.004, 0.247, 0.242, -0.313, 0.284, -0.348, 0.278, -0.311, 0.307, -0.285, 0.281, -0.273, 0.272, -0.278, -0.739, 0.507, -0.487, 0.295, -0.074, -0.238, -0.137, 0.005, -0.162, -0.216, -0.018, -0.285, 0.263, 0.261, 0.264, 0.273, 0.242, 0.243, 0.245], "lumo_energy_ev": [-3.227, -6.649], "spin_multiplicity": 3, "e_homo_ev": [-11.536, -11.513], "total_charge": 1}

No. 2
{"formula": "C23H13Br2Cl2CrF3NO4S4", "method": "wB97M-V/def2-TZVPD", "species": ["Cr", "Cl", "C", "C", "C", "C", "C", "Cl", "C", "S", "H", "H", "H", "C", "C", "C", "C", "C", "C", "Br", "C", "C", "Br", "C", "O", "C", "N", "H", "H", "H", "H", "H", "H", "S", "C", "C", "C", "C", "C", "C", "S", "H", "H", "H", "H", "F", "C", "F", "F", "S", "O", "O", "O"], "positions_angstrom": [[0.24426, 0.07748, -0.85594], [-0.32979, 2.60777, 1.88492], [1.33812, 2.97112, 2.13950], [1.63692, 3.70337, 3.27753], [2.93697, 4.08543, 3.55147], [3.93185, 3.75386, 2.64839], [3.62555, 3.02519, 1.51330], [4.94796, 2.67098, 0.43924], [2.31874, 2.56097, 1.19888], [2.10162, 1.61780, -0.25461], [0.82443, 3.98848, 3.93581], [3.17229, 4.64445, 4.44882], [4.95436, 4.07127, 2.81112], [1.45221, -0.60146, 2.41739], [0.05679, -1.08416, 2.16205], [-0.65048, -1.74714, 3.19039], [-1.91235, -2.21722, 2.98863], [-2.48188, -2.11207, 1.70247], [-3.72002, -2.64761, 1.28958], [-4.87958, -3.47270, 2.56645], [-4.09247, -2.64727, -0.02658], [-3.25188, -2.10400, -1.00356], [-3.71742, -2.26567, -2.82291], [-2.04609, -1.49137, -0.67226], [-1.19944, -1.01504, -1.52020], [-1.69635, -1.47597, 0.71913], [-0.48151, -0.91263, 0.97452], [2.03890, -1.40013, 2.87760], [1.44472, 0.24829, 3.10241], [1.93188, -0.29586, 1.48941], [-0.16251, -1.87939, 4.14934], [-2.45703, -2.71143, 3.78214], [-5.03332, -3.09311, -0.31912], [1.78538, -1.66159, -1.04933], [1.79315, -1.90037, -2.78709], [2.34555, -3.07357, -3.31675], [2.35158, -3.32084, -4.68001], [1.79832, -2.38068, -5.54658], [1.27496, -1.20331, -5.03938], [1.27144, -0.92834, -3.66270], [0.68131, 0.61373, -3.09150], [2.76710, -3.79301, -2.62113], [2.77680, -4.24313, -5.06388], [1.77410, -2.56707, -6.61622], [0.84382, -0.45934, -5.70110], [-2.52704, 3.81411, 0.70351], [-3.17926, 2.79617, 0.12243], [-3.26571, 1.80174, 1.03238], [-4.43375, 3.21980, -0.11951], [-2.34886, 2.18338, -1.41720], [-3.26503, 1.17568, -1.86710], [-2.20942, 3.35334, -2.24028], [-1.07988, 1.72110, -0.82386]], "forces_ev_per_angstrom": [[0.8, -0.6, -1.1], [0.3, -0.3, 0.2], [0.3, -0.1, -0.2], [-0.1, 0.0, 0.1], [0.0, 0.1, 0.1], [0.1, 0.0, -0.1], [-0.3, -0.1, 0.1], [0.1, 0.0, 0.0], [0.0, 0.0, 0.1], [-0.1, 0.4, 0.3], [0.0, -0.1, 0.0], [0.0, 0.0, 0.0], [0.0, -0.1, 0.0], [-0.1, 0.0, 0.0], [0.2, 0.2, -0.1], [-0.1, -0.1, 0.2], [0.1, 0.0, 0.0], [0.1, 0.1, -0.2], [-0.1, -0.1, 0.0], [0.0, 0.0, 0.0], [0.0, 0.0, 0.1], [0.1, 0.0, 0.0], [0.0, 0.0, 0.0], [0.2, 0.1, -0.2], [-0.6, 0.1, 0.2], [-0.1, -0.2, 0.0], [0.0, 0.1, 0.3], [0.0, 0.0, 0.0], [0.0, 0.1, 0.0], [0.0, 0.0, 0.0], [0.0, 0.1, 0.0], [0.0, 0.0, 0.0], [0.0, 0.0, 0.0], [-0.4, 0.4, 0.0], [0.0, -0.1, 0.0], [0.0, 0.1, 0.0], [0.0, 0.0, 0.1], [0.0, 0.1, 0.0], [0.0, 0.0, 0.1], [0.0, 0.0, -0.1], [0.1, -0.1, 0.5], [0.0, 0.0, -0.1], [0.0, 0.0, 0.0], [0.0, 0.0, 0.0], [0.0, 0.0, 0.0], [-0.3, 0.0, -0.2], [0.0, -0.1, 0.1], [0.0, 0.2, -0.1], [0.0, 0.0, -0.1], [0.2, 0.3, 0.2], [0.0, -0.3, 0.0], [0.0, 0.1, 0.1], [-0.6, -0.2, -0.2]], "nbo_charge": [0.742, 0.029, -0.116, -0.228, -0.264, -0.244, -0.089, -0.014, -0.091, -0.204, 0.211, 0.197, 0.209, -0.664, 0.269, -0.248, -0.149, -0.051, -0.132, -0.019, -0.221, -0.186, 0.060, 0.422, -0.663, 0.077, -0.430, 0.211, 0.230, 0.266, 0.206, 0.215, 0.227, -0.129, -0.082, -0.258, -0.263, -0.253, -0.215, -0.221, -0.079, 0.200, 0.186, 0.187, 0.205, -0.327, 0.682, -0.336, -0.337, 2.382, -0.956, -0.960, -0.983], "lumo_energy_ev": [3.768, 3.768], "spin_multiplicity": 2, "e_homo_ev": [-1.749, -1.831], "de_lowest_kcal_mol": 15.6, "total_charge": -2}

no.,E_tot (eV)
1,-82236.7531
2,-278792.1380